DFT (ωB97M-V/def2-TZVPD) results for an isolated molecule of C5H10.

## Properties
E_LUMO = 1.155 eV
F_max = 0.23 eV Å⁻¹
E_HOMO = -9.86 eV

```
15
Properties=species:S:1:pos:R:3:mulliken_charge:R:1
C 1.38068 -0.61125 -0.28360 -1.583
C -0.00756 -0.06212 -0.03339 1.438
C -1.11466 -1.02204 -0.44846 -1.457
C -0.16542 0.80772 1.18322 -0.832
C -0.19050 1.42384 -0.18918 -0.750
H 2.15169 0.14589 -0.10121 0.411
H 1.56508 -1.46104 0.38525 0.330
H 1.47325 -0.95730 -1.31986 0.364
H -0.73828 -2.05174 -0.47867 0.379
H -1.95285 -1.01338 0.25344 0.368
H -1.49366 -0.79416 -1.45002 0.295
H -1.10626 0.77168 1.72605 0.256
H 0.70856 0.97583 1.80909 0.252
H -1.14018 1.81340 -0.54814 0.274
H 0.67185 2.00851 -0.50232 0.254
```

=====

DFT (ωB97M-V/def2-TZVPD) results for a cluster of 4 separate species, C30H35ClF3N4O10 in total in a non-equilibrium geometry.

## Properties
E_LUMO = 0.559 eV
F_max = 1.23 eV Å⁻¹
net charge = -1
E_HOMO = -5.20 eV

```
83
Properties=species:S:1:pos:R:3:mulliken_charge:R:1
C 6.08564 -1.81756 2.34469 -1.622
C 4.64634 -2.27596 2.23068 0.827
O 4.51177 -3.67067 2.57218 -0.471
C 4.11923 -2.11093 0.81282 -2.531
C 2.72898 -1.47177 0.78238 1.024
C 3.00227 0.03745 1.33462 -0.069
O 2.40354 0.33798 2.37138 -0.670
O 3.95779 0.58591 0.75863 -0.667
N 1.80163 -2.25040 1.61822 1.090
C 0.46221 -1.68451 1.85586 -1.483
C 0.12382 -1.50150 3.33245 -0.436
C -0.96813 -0.47867 3.53302 -0.846
O -2.24983 -0.93821 3.08144 -0.548
C 1.71499 -3.66871 1.29679 -0.504
C 1.22612 -4.50701 2.49015 -1.254
C -0.20835 -4.97495 2.35201 -0.407
Cl -0.56477 -6.42151 3.36405 -0.263
C 2.27156 -1.42692 -0.68476 0.578
F 2.37985 -2.63693 -1.30234 -0.327
F 2.98174 -0.57022 -1.42790 -0.166
F 0.97267 -1.07401 -0.81839 -0.298
H 6.69551 -2.27983 1.56626 0.353
H 6.13963 -0.73433 2.24936 0.317
H 6.50840 -2.09708 3.31486 0.495
H 4.01665 -1.69224 2.90724 0.038
H 5.06362 -3.82739 3.34398 0.355
H 4.77399 -1.44014 0.26001 0.515
H 4.13703 -3.08490 0.32512 0.818
H 0.38570 -0.72024 1.37640 0.732
H -0.28760 -2.33514 1.38144 0.329
H 1.02822 -1.18066 3.84598 0.177
H -0.22213 -2.43883 3.78153 0.405
H -0.70088 0.44057 3.00591 0.375
H -1.09267 -0.23805 4.58994 0.411
H -2.37239 -0.62981 2.17951 0.323
H 2.69329 -4.03416 1.00568 0.407
H 1.04728 -3.83435 0.43667 0.601
H 1.87559 -5.37443 2.61046 0.573
H 1.32994 -3.91755 3.39825 0.348
H -0.92584 -4.22896 2.68272 0.134
H -0.43794 -5.26344 1.33034 0.384
C -8.26969 0.12830 0.71079 -0.514
C -7.96252 1.46200 0.94455 -0.412
C -6.63763 1.85892 1.04832 -0.402
C -5.65221 0.90437 0.88686 0.091
C -5.93087 -0.43046 0.65728 -0.486
C -7.25847 -0.81548 0.57542 -0.379
N -4.24148 1.33517 0.93023 1.128
O -4.01389 2.50652 1.14511 -0.595
O -3.39477 0.48813 0.72477 -0.725
H -9.30444 -0.17852 0.63161 0.376
H -8.74787 2.19779 1.04168 0.424
H -6.37734 2.88918 1.23288 0.583
H -5.12625 -1.14147 0.54754 0.492
H -7.50185 -1.85417 0.39859 0.380
C -4.50639 5.51496 -3.35606 -0.456
C -4.76353 4.37850 -2.60116 -0.512
C -5.83843 4.35330 -1.72747 -0.071
C -6.63211 5.48145 -1.63028 0.124
C -6.39723 6.62612 -2.36882 -0.482
C -5.32100 6.63424 -3.24094 -0.386
N -7.76256 5.47026 -0.68311 0.985
O -7.93256 4.45613 -0.03345 -0.588
O -8.44657 6.46845 -0.59683 -0.612
H -3.66261 5.53041 -4.03278 0.383
H -4.12183 3.51224 -2.68284 0.405
H -6.05171 3.48360 -1.12450 0.375
H -7.03934 7.48602 -2.25421 0.451
H -5.11408 7.52010 -3.82543 0.369
C 4.76359 0.61298 -4.28409 -0.608
C 5.50985 0.58120 -5.45587 -0.303
C 6.88238 0.40533 -5.40250 -0.493
C 7.47576 0.26243 -4.16095 0.163
C 6.75450 0.28999 -2.98104 -0.545
C 5.38088 0.46998 -3.04919 -0.290
N 8.93615 0.07069 -4.10151 1.022
O 9.55115 0.06590 -5.15250 -0.628
O 9.44619 -0.08364 -3.01074 -0.609
H 3.69061 0.74542 -4.32765 0.412
H 5.02322 0.69238 -6.41566 0.357
H 7.48533 0.37792 -6.29698 0.448
H 7.25446 0.17376 -2.03144 0.496
H 4.80064 0.49968 -2.13726 0.583
```

=====

DFT (ωB97M-V/def2-TZVPD) results for a structure of composition C8H26FeNO6 in a non-equilibrium geometry.

## Properties
spin multiplicity = 6
E_LUMO (spin up / spin down) = -0.003 / -0.043 eV
F_max = 4.80 eV Å⁻¹
E_HOMO (spin up / spin down) = -7.90 / -7.34 eV

```
42
Properties=species:S:1:pos:R:3:mulliken_charge:R:1
Fe -0.65296 1.32317 -0.11060 1.169
C 2.37687 2.36689 1.21668 -0.841
O 1.15252 2.22985 0.44925 -0.545
H 3.34304 2.59150 0.76487 0.299
H 2.25527 3.16238 1.95188 0.295
H 2.65350 1.50569 1.82488 0.198
C -3.17849 3.48041 -0.19255 -0.859
O -1.92376 2.89583 0.13090 -0.642
H -3.80254 3.41893 0.69901 0.281
H -3.18272 4.56064 -0.33808 0.259
H -3.58013 3.03431 -1.10236 0.246
C -0.29446 -0.35611 -4.10003 -0.777
C 0.28108 0.85368 -3.36525 -0.556
O -0.40781 1.17774 -2.13017 -0.684
H -0.12172 -1.29916 -3.58148 0.065
H 0.16318 -0.40237 -5.08823 0.399
H -1.37037 -0.22566 -4.21624 0.205
H 0.22396 1.71592 -4.02962 0.368
H 1.35220 0.75177 -3.19089 0.295
O -0.84058 0.75123 1.95336 -0.315
H -1.44757 1.13958 2.58344 0.251
H -0.39427 0.06113 2.44408 0.227
O -2.22312 -0.02054 -0.21988 -0.368
H -3.11367 -0.09577 0.12289 0.263
H -2.26177 -0.43556 -1.08157 0.254
C 0.25721 -2.55088 -1.00606 -1.697
C 0.13913 -1.70090 0.30946 0.472
C 1.05463 -2.29638 1.45337 -1.177
O 1.16389 -1.41454 2.54986 -0.374
C 1.63522 -2.00780 3.75159 -0.894
N 0.65849 -0.45409 -0.04422 0.182
H -0.21686 -3.50577 -0.77906 0.544
H 1.26357 -2.76707 -1.36465 0.433
H -0.52843 -2.40694 -1.74779 0.320
H -0.85742 -1.59596 0.73839 0.370
H 2.04513 -2.47075 1.03313 0.402
H 0.70174 -3.30192 1.68240 0.573
H 2.01697 -3.01152 3.56476 0.356
H 0.79310 -2.14385 4.43014 0.313
H 2.30710 -1.51727 4.45591 0.314
H 1.07072 -0.63508 -0.94833 0.233
H 1.49011 -0.40476 0.52683 0.142
```

=====

DFT (ωB97M-V/def2-TZVPD) results for a structure of composition C8H13N2O in a non-equilibrium geometry.

## Properties
E_LUMO = -4.287 eV
F_max = 1.39 eV Å⁻¹
net charge = +1
E_HOMO = -13.99 eV

```
24
Properties=species:S:1:pos:R:3:mulliken_charge:R:1
C 0.19560 -0.11296 2.08072 -0.425
C 1.58383 -0.21342 2.44669 -0.269
C -0.25069 -0.42076 0.85206 0.425
C -1.65107 -0.28165 0.38512 -1.020
C -1.67174 0.97192 -0.51465 -0.573
C -0.63380 0.82921 -1.62562 -0.706
C 0.75045 0.53501 -1.05095 -0.601
C 2.34825 -1.19486 0.44866 0.209
N 2.47724 -0.71626 1.69501 -0.496
N 0.68342 -0.67618 -0.21025 -0.014
O 2.38203 -2.50696 0.25354 -0.441
H -0.51523 0.16100 2.84226 0.418
H 1.90185 0.11828 3.42556 0.463
H -1.94797 -1.15124 -0.20543 0.298
H -2.33868 -0.16780 1.22051 0.398
H -2.66468 1.10015 -0.94091 0.354
H -1.45439 1.85219 0.09354 0.347
H -0.92496 0.02032 -2.29981 0.322
H -0.58644 1.74592 -2.21043 0.371
H 1.47740 0.37570 -1.84992 0.410
H 1.09253 1.35811 -0.41748 0.364
H 2.95099 -0.67240 -0.29961 0.337
H 0.38154 -1.46673 -0.78708 0.442
H 2.19425 -3.02481 1.05239 0.385
```